{"formula": "C3H7N2Si", "method": "the ωB97M-V functional and the def2-TZVPD basis", "charge": 1, "lumo_ev": -4.42, "energy_ha": -517.222302, "e_above_lowest_kj_mol": 115.4, "symbols": ["C", "C", "C", "N", "N", "Si", "H", "H", "H", "H", "H", "H", "H"], "xyz": [[2.0956, -0.5441, 0.5242], [0.8159, -0.7122, 0.9431], [0.8472, 0.6240, -0.8060], [2.0702, 0.4405, -0.4719], [0.0349, -0.0574, 0.0086], [-2.2203, 0.1635, 0.0630], [3.0270, -0.7452, 1.0695], [0.4081, -1.1620, 1.8629], [0.6055, 1.3002, -1.6246], [2.9350, 0.7450, -0.9723], [-2.2010, -1.2327, 0.2627], [-1.9548, 0.7160, -1.2797], [-2.7520, 0.6953, 1.3529]]}

{"formula": "C6H13NO2", "method": "the ωB97M-V functional and the def2-TZVPD basis", "charge": 0, "lumo_ev": 0.54, "energy_ha": -441.623633, "e_above_lowest_kj_mol": 148.0, "symbols": ["C", "C", "C", "C", "C", "C", "H", "H", "H", "H", "H", "H", "H", "H", "H", "H", "H", "H", "H", "N", "O", "O"], "xyz": [[-1.0107, 0.3857, 0.6100], [-2.2146, -0.2658, -0.0736], [0.1695, 0.6240, -0.3145], [1.3146, 1.4403, 0.1425], [0.7430, -0.5405, -1.1323], [1.6387, -1.5030, -0.2942], [-1.2458, -0.3924, 2.5832], [-0.4474, -1.3037, 1.4470], [-1.4126, 1.4332, 0.8585], [-0.3297, 1.2765, -1.1506], [0.8584, 2.3328, 0.6659], [2.0004, 1.7502, -0.6618], [1.9258, 0.8334, 0.8671], [0.0450, -1.0962, -1.6669], [1.1601, -0.0314, -2.0029], [0.9130, -2.0430, 0.4272], [2.1200, -2.3442, -0.8218], [2.3124, -0.9973, 0.3946], [-2.5050, 1.5219, -0.5947], [-0.5998, -0.3475, 1.7546], [-2.5627, -1.4222, -0.1562], [-2.8724, 0.6892, -0.8810]]}

{"formula": "C4H11NS", "method": "the ωB97M-V functional and the def2-TZVPD basis", "charge": 0, "lumo_ev": 0.86, "energy_ha": -611.898872, "e_above_lowest_kj_mol": 113.6, "symbols": ["C", "C", "C", "S", "C", "N", "H", "H", "H", "H", "H", "H", "H", "H", "H", "H", "H"], "xyz": [[0.8094, -0.3693, 0.9574], [1.1194, -0.2579, -0.6053], [-0.1758, -0.6422, -1.5689], [-1.0433, -2.2263, -1.3783], [-0.4981, 0.5090, 1.2810], [-0.2348, 1.8985, 1.0125], [0.5636, -1.3804, 1.3335], [1.7485, -0.0981, 1.4497], [1.3949, 0.7680, -1.0146], [1.9802, -0.9965, -0.7585], [-0.9465, 0.1492, -1.3521], [0.1555, -0.6697, -2.6198], [-2.1935, -1.5795, -1.1592], [-1.3095, 0.0725, 0.7723], [-0.6950, 0.3824, 2.3716], [0.3304, 1.8822, 0.1650], [-1.0054, 2.5581, 1.1137]]}

{"formula": "C43H54Ge2N3P2RhSe", "method": "the ωB97M-V functional and the def2-TZVPD basis", "charge": 2, "lumo_ev": -6.37, "energy_ha": -9183.268641, "e_above_lowest_kj_mol": 84.1, "symbols": ["Rh", "N", "P", "C", "C", "C", "C", "C", "C", "C", "C", "C", "C", "C", "C", "P", "C", "C", "C", "C", "C", "C", "C", "C", "C", "C", "C", "C", "H", "H", "H", "H", "H", "H", "H", "H", "H", "H", "H", "H", "H", "H", "H", "H", "H", "H", "H", "H", "H", "C", "C", "C", "C", "N", "C", "C", "C", "C", "C", "C", "N", "H", "H", "H", "H", "H", "H", "H", "H", "C", "Ge", "C", "C", "C", "H", "H", "H", "H", "H", "H", "H", "H", "H", "H", "H", "C", "Ge", "C", "C", "C", "Se", "C", "H", "H", "H", "H", "H", "H", "H", "H", "H", "H", "H", "H", "H", "H"], "xyz": [[1.2738, -0.1178, 0.5086], [-0.0270, 2.4006, -0.2638], [1.6097, 2.0799, -0.3339], [2.3705, 3.6044, 0.2304], [3.6028, 4.0078, -0.2922], [4.1844, 5.1877, 0.1478], [3.5541, 5.9531, 1.1228], [2.3505, 5.5318, 1.6758], [1.7577, 4.3567, 1.2351], [2.0742, 1.9063, -2.0635], [1.9281, 2.9904, -2.9329], [2.1758, 2.8202, -4.2848], [2.5775, 1.5779, -4.7727], [2.7354, 0.5032, -3.9114], [2.4757, 0.6641, -2.5562], [-0.8083, 0.9008, -0.5894], [-1.1841, 1.0307, -2.3530], [-0.7781, 0.0458, -3.2481], [-1.0287, 0.1941, -4.6075], [-1.6762, 1.3315, -5.0683], [-2.0923, 2.3139, -4.1729], [-1.8511, 2.1664, -2.8165], [-2.3800, 1.2402, 0.2332], [-2.3759, 1.8542, 1.4903], [-3.5732, 2.1040, 2.1438], [-4.7748, 1.7270, 1.5561], [-4.7816, 1.1046, 0.3148], [-3.5889, 0.8475, -0.3438], [-0.4072, 3.2707, -0.6256], [4.0941, 3.4155, -1.0563], [5.1295, 5.5111, -0.2707], [4.0036, 6.8820, 1.4539], [1.8758, 6.1174, 2.4539], [0.8141, 4.0345, 1.6556], [1.6248, 3.9615, -2.5548], [2.0627, 3.6585, -4.9631], [2.7629, 1.4526, -5.8330], [3.0617, -0.4585, -4.2894], [2.5810, -0.1773, -1.8821], [-0.2519, -0.8281, -2.8790], [-0.7155, -0.5734, -5.3060], [-1.8563, 1.4593, -6.1296], [-2.6138, 3.1927, -4.5331], [-2.2040, 2.9239, -2.1236], [-1.4336, 2.1434, 1.9426], [-3.5719, 2.6001, 3.1068], [-5.7100, 1.9215, 2.0687], [-5.7195, 0.8199, -0.1443], [-3.6004, 0.3638, -1.3121], [5.4528, 1.1506, 1.1302], [6.1454, 0.1424, 0.4840], [5.4709, -1.0135, 0.1206], [4.1189, -1.1136, 0.3735], [3.4262, -0.0917, 0.9084], [4.0913, 1.0021, 1.3135], [3.3441, -2.3539, 0.1170], [3.9352, -3.6002, 0.1339], [3.1385, -4.7280, -0.0128], [1.7806, -4.5604, -0.1888], [1.2665, -3.2731, -0.2000], [2.0326, -2.1849, -0.0489], [5.9464, 2.0487, 1.4777], [7.2035, 0.2507, 0.2740], [5.9944, -1.8293, -0.3596], [3.5129, 1.7813, 1.7858], [5.0000, -3.6935, 0.3006], [3.5779, -5.7176, 0.0170], [1.1210, -5.4110, -0.3102], [0.2116, -3.0845, -0.3472], [1.6279, -1.2810, 4.3324], [0.3370, 0.0181, 3.6802], [-1.2928, 0.0267, 4.7262], [1.1520, 1.7819, 3.6063], [-0.1663, -0.6474, 1.8842], [1.9942, -1.0165, 5.3258], [2.4814, -1.3342, 3.6513], [1.1656, -2.2683, 4.3920], [-1.0789, 0.4010, 5.7301], [-1.6867, -0.9880, 4.8130], [-2.0533, 0.6599, 4.2671], [1.4079, 2.1059, 4.6180], [0.4749, 2.5206, 3.1745], [2.0676, 1.7559, 3.0141], [-1.1805, -0.3943, 1.6034], [-0.0544, -1.7360, 1.8465], [-5.1566, -2.1696, 1.7150], [-4.7136, -3.6286, 0.5075], [-5.4379, -3.3524, -1.2741], [-5.1296, -5.3871, 1.2113], [-2.7334, -3.5272, 0.3813], [-2.0561, -2.2541, -0.9399], [-1.9211, -3.4792, -2.4434], [-6.2268, -1.9495, 1.6852], [-4.6111, -1.2686, 1.4257], [-4.8919, -2.4326, 2.7416], [-6.5270, -3.2639, -1.2233], [-5.2057, -4.1993, -1.9240], [-5.0406, -2.4367, -1.7148], [-6.2048, -5.4757, 1.3850], [-4.6164, -5.5585, 2.1592], [-4.8350, -6.1599, 0.4994], [-2.3035, -4.5069, 0.1606], [-2.3597, -3.1914, 1.3525], [-2.9124, -3.7206, -2.8158], [-1.4127, -4.3862, -2.1201], [-1.3463, -2.9949, -3.2290]]}